(1)
Formula: C4H5N3O
Source: the Open Molecules 2025 dataset
Level of theory: wB97M-V/def2-TZVPD

Structure (XYZ):
```
13
Properties=species:S:1:pos:R:3:forces:R:3
C -1.435859 0.152961 -1.715266 1.621 -0.830 1.782
C -0.959786 -0.665848 -0.706399 -0.737 -1.259 0.353
C 0.060826 1.232762 -0.765858 2.796 1.527 1.064
C 0.864891 -0.209216 1.024298 -1.649 3.507 2.750
N -0.750105 1.340160 -1.780235 -0.145 -0.549 1.175
N 0.927180 -1.561359 1.630652 -0.678 2.117 -1.620
N 0.065726 0.013846 -0.132534 -0.508 0.703 -0.621
O 1.671626 -1.620098 2.575181 0.643 -0.658 1.007
H -2.157875 -0.129748 -2.371120 -1.971 -0.418 -1.826
H -1.256987 -1.626199 -0.222712 0.107 0.896 -1.069
H 0.770837 2.007891 -0.318875 -1.113 -0.938 -1.185
H 1.831768 0.258178 0.854411 0.354 -0.734 0.033
H 0.367759 0.806670 1.928456 1.280 -3.363 -1.842
```
Forces are in eV/Å.

For the LUMO energy (spin up / spin down), the calculation gives 0.6 / -1.9 eV. Its largest force on an atom is 4.75 eV/Å. Its energy above the lowest of the compared OMol25 structures with the same formula, charge and spin is 24.32 kcal per mole. For the HOMO energy (spin up / spin down), the calculation gives -8.817 / -8.950 eV. As for the charge: 0. Its spin multiplicity is 3. The frontier orbital gap (spin up / spin down) is 9.45 / 7.02 eV. The total energy comes out at -10741.3645 eV.

Partial atomic charges computed with the natural (NBO) method, in multiples of e:
1 C -0.10
2 C -0.10
3 C 0.18
4 C -0.06
5 N -0.42
6 N 0.04
7 N -0.39
8 O -0.14
9 H 0.20
10 H 0.23
11 H 0.19
12 H 0.22
13 H 0.15


(2)
Formula: C5H8N3O2
Source: the Open Molecules 2025 dataset
Level of theory: wB97M-V/def2-TZVPD

Structure (XYZ):
```
18
Properties=species:S:1:pos:R:3:forces:R:3
N -2.696493 1.173800 -0.414917 -1.261 -2.517 1.481
C -1.604701 0.710138 -1.015468 0.008 -0.955 2.887
O -0.843888 1.187965 -1.778237 0.722 0.412 -1.255
C -1.175968 -0.619610 -0.153355 0.232 1.665 -4.858
O -2.054101 -0.955389 0.707348 0.586 -4.142 2.983
N -0.183683 -1.235005 -0.630968 1.207 -0.481 1.654
C 1.119508 -1.421266 -0.799200 -1.960 -0.075 -0.336
C 2.184809 -0.724002 -0.198748 -0.510 -1.715 -0.848
C 2.108877 0.479952 0.476368 0.862 1.316 -0.725
N 0.970522 1.026743 0.875043 0.118 -6.312 -1.383
H -3.239276 0.483998 0.167444 0.854 1.453 -0.997
H -3.161448 2.000478 -0.605307 -0.727 1.879 -0.927
H -1.747234 -1.856568 1.153888 -1.133 2.307 -0.945
H 1.256203 -2.223049 -1.561011 0.590 0.703 0.741
H 3.069905 -1.277628 -0.488938 0.620 1.014 0.433
H 3.014409 1.120032 0.514353 -0.576 -0.622 0.433
H 0.743349 1.904678 1.051651 -0.403 4.910 1.089
H 0.177332 0.396324 0.706561 0.769 1.160 0.573
```
Forces are in eV/Å.

For the LUMO energy, the calculation gives -4.5 eV. Its largest force on an atom is 6.46 eV/Å. Its energy above the lowest of the compared OMol25 structures with the same formula, charge and spin is 41.36 kcal per mole. For the HOMO energy, the calculation gives -13.271 eV. As for the charge: +1. Its spin multiplicity is 1. The frontier orbital gap is 8.73 eV. The total energy comes out at -13871.4290 eV. As for the SMILES: NC(=O)/C(O)=N\C=C/C=[NH2+].

Partial atomic charges computed with the natural (NBO) method, in multiples of e:
1 N -0.79
2 C 0.62
3 O -0.53
4 C 0.52
5 O -0.61
6 N -0.44
7 C 0.20
8 C -0.45
9 C 0.21
10 N -0.66
11 H 0.42
12 H 0.42
13 H 0.54
14 H 0.25
15 H 0.27
16 H 0.24
17 H 0.41
18 H 0.37


(3)
Formula: C24H30N4O3
Source: the Open Molecules 2025 dataset
Level of theory: wB97M-V/def2-TZVPD

Structure (XYZ):
```
61
Properties=species:S:1:pos:R:3:forces:R:3
C 3.536001 -2.778673 0.587765 -0.180 0.025 0.180
C 2.218490 -2.526270 -0.108678 0.496 -0.122 0.045
O 1.171911 -2.328541 0.482184 -0.282 -0.046 0.284
N 2.293700 -2.554010 -1.455428 0.034 0.013 -0.436
C 1.136921 -2.331209 -2.308411 0.003 0.025 -0.088
C 1.375038 -2.917707 -3.701214 -0.122 0.133 0.215
C 0.074615 -3.035932 -4.448721 0.113 -0.002 -0.064
C -0.373926 -2.000130 -5.257209 0.020 0.034 -0.037
C -1.583619 -2.103324 -5.921166 -0.070 0.016 -0.052
C -2.357691 -3.243065 -5.785323 -0.091 0.008 -0.046
C -1.918449 -4.279031 -4.978887 -0.068 -0.081 0.024
C -0.710180 -4.173930 -4.313132 0.007 0.015 -0.004
C 0.870538 -0.812132 -2.381437 -0.195 -0.541 0.285
O 1.266429 -0.117459 -3.295088 0.240 0.233 -0.407
N 0.187417 -0.358950 -1.319222 -0.277 0.216 0.274
C -0.112082 1.041958 -1.117165 -0.041 0.037 0.095
C 0.779799 1.649795 -0.028096 -0.057 0.214 -0.295
C 0.386722 3.116029 0.181128 0.284 -0.206 0.215
N -1.005266 3.222682 0.545643 -0.083 0.046 -0.184
C -1.525451 3.377578 1.806380 0.217 0.321 -0.230
O -2.725545 3.323405 2.008212 -0.438 -0.176 0.187
N -0.642604 3.686420 2.804873 0.328 0.020 0.146
C -1.094564 3.767110 4.177805 -0.198 0.118 0.018
C -0.646165 2.584534 4.996738 0.069 0.051 0.041
C -0.045152 2.757908 6.235706 -0.084 0.038 -0.088
C 0.367541 1.662977 6.975453 0.043 -0.065 0.109
C 0.192592 0.383134 6.478430 0.049 -0.041 0.106
C -0.404122 0.201120 5.241642 -0.028 -0.055 -0.053
C -0.822890 1.295421 4.507610 -0.020 0.018 0.004
C -1.882712 2.701429 -0.482208 -0.404 -0.246 0.087
C -1.583566 1.222970 -0.740451 0.177 0.298 -0.222
H 3.383129 -2.760813 1.662694 -0.013 0.015 -0.006
H 3.933384 -3.748613 0.297269 0.067 -0.055 -0.026
H 4.255896 -2.009972 0.314582 0.087 0.042 -0.023
H 3.192169 -2.606403 -1.908710 0.007 -0.027 0.124
H 0.280143 -2.817319 -1.827404 0.137 0.047 -0.097
H 2.054515 -2.254568 -4.240593 0.048 -0.069 0.021
H 1.835058 -3.903018 -3.597107 0.007 0.029 0.026
H 0.226508 -1.108585 -5.355740 0.074 0.079 0.004
H -1.922355 -1.291892 -6.548525 -0.023 0.067 -0.052
H -3.300157 -3.324870 -6.306548 -0.073 -0.006 -0.040
H -2.517561 -5.171273 -4.868989 -0.044 -0.069 0.006
H -0.370352 -4.986196 -3.685455 0.050 -0.091 0.065
H 0.049628 -0.986511 -0.533479 0.075 -0.073 -0.171
H 0.093135 1.538532 -2.072558 -0.042 -0.010 0.140
H 1.827461 1.581516 -0.325345 0.045 -0.049 -0.008
H 0.646659 1.090865 0.901680 0.023 -0.017 0.073
H 1.029921 3.591909 0.921059 -0.028 0.056 -0.100
H 0.522305 3.657050 -0.763601 0.072 0.028 0.107
H 0.339316 3.507523 2.683770 -0.085 -0.013 -0.103
H -0.728394 4.698475 4.623234 -0.099 -0.116 0.027
H -2.188218 3.802440 4.132895 0.195 0.087 0.052
H 0.095430 3.756211 6.625997 0.026 0.108 0.020
H 0.829907 1.810436 7.940676 0.044 0.005 0.070
H 0.517901 -0.470777 7.054218 0.030 -0.065 0.043
H -0.545833 -0.795491 4.850084 -0.018 -0.082 -0.033
H -1.302987 1.155449 3.549731 -0.046 -0.029 -0.118
H -2.908738 2.831821 -0.136551 0.142 0.031 -0.159
H -1.733289 3.280632 -1.399328 -0.020 0.000 0.006
H -2.221981 0.848506 -1.540935 -0.014 -0.070 -0.020
H -1.796332 0.650835 0.165243 -0.068 -0.048 0.064
```
Forces are in eV/Å.

For the LUMO energy, the calculation gives 0.5 eV. Its largest force on an atom is 0.64 eV/Å. Its energy above the lowest of the compared OMol25 structures with the same formula, charge and spin is 8.99 kcal per mole. For the HOMO energy, the calculation gives -8.904 eV. As for the charge: 0. Its spin multiplicity is 1. The frontier orbital gap is 9.45 eV. The total energy comes out at -37480.6004 eV. As for the SMILES: CC(=O)N[C@H](Cc1ccccc1)C(=O)NC1CCN(C(=O)NCc2ccccc2)CC1.

Partial atomic charges computed with the natural (NBO) method, in multiples of e:
1 C -0.71
2 C 0.69
3 O -0.65
4 N -0.61
5 C -0.13
6 C -0.42
7 C -0.05
8 C -0.20
9 C -0.21
10 C -0.22
11 C -0.23
12 C -0.16
13 C 0.68
14 O -0.65
15 N -0.62
16 C -0.07
17 C -0.41
18 C -0.21
19 N -0.46
20 C 0.79
21 O -0.68
22 N -0.63
23 C -0.26
24 C 0.05
25 C -0.25
26 C -0.20
27 C -0.22
28 C -0.19
29 C -0.25
30 C -0.22
31 C -0.40
32 H 0.24
33 H 0.23
34 H 0.23
35 H 0.40
36 H 0.23
37 H 0.24
38 H 0.22
39 H 0.23
40 H 0.21
41 H 0.21
42 H 0.21
43 H 0.20
44 H 0.43
45 H 0.22
46 H 0.22
47 H 0.20
48 H 0.20
49 H 0.20
50 H 0.39
51 H 0.19
52 H 0.25
53 H 0.21
54 H 0.21
55 H 0.21
56 H 0.21
57 H 0.22
58 H 0.25
59 H 0.19
60 H 0.22
61 H 0.20


(4)
Formula: C5H12NO2
Source: the Open Molecules 2025 dataset
Level of theory: wB97M-V/def2-TZVPD

Structure (XYZ):
```
20
Properties=species:S:1:pos:R:3:forces:R:3
O -1.924656 1.753021 -0.652931 0.723 -1.526 4.432
C -1.545467 1.257161 0.443037 1.152 -0.340 -4.340
C -1.088273 -0.273078 0.404785 -2.390 0.192 -0.647
C 0.305111 -0.440291 -0.261185 -2.192 0.714 -2.009
C 1.414560 -0.812954 0.663509 -0.440 0.579 -0.152
C 2.433355 -1.459473 0.162684 3.606 0.476 4.988
N -2.202196 -0.875699 -0.537139 3.462 -0.382 -4.590
H -1.126133 1.782935 1.290901 -0.615 0.806 0.392
H -1.217086 -0.907580 1.310891 0.219 0.903 -0.292
H 0.472805 0.572626 -0.822267 0.170 -2.074 0.933
H 0.054287 -1.246549 -1.081453 1.292 1.280 1.309
H 1.434068 -0.435494 1.698157 -0.059 0.031 -0.683
H 2.531276 -1.933724 -0.715250 -0.137 -1.210 -3.393
H 3.427589 -1.561274 0.806990 -2.386 0.080 -1.224
H -3.078193 -0.934800 -0.051768 -0.618 -0.884 0.084
H -1.687117 -1.775763 -1.017712 -2.441 1.964 2.005
H -2.379848 -0.276684 -1.493334 0.594 -0.940 3.176
H 1.084077 2.546835 0.654051 -2.232 1.176 2.311
H 1.386442 2.691061 -0.831781 0.427 -0.180 1.119
O 1.705398 2.329724 0.029814 1.867 -0.663 -3.421
```
Forces are in eV/Å.

For the LUMO energy, the calculation gives -4.5 eV. Its largest force on an atom is 6.17 eV/Å. Its energy above the lowest of the compared OMol25 structures with the same formula, charge and spin is 92.15 kcal per mole. For the HOMO energy, the calculation gives -13.534 eV. As for the charge: +1. Its spin multiplicity is 1. The frontier orbital gap is 9.05 eV. The total energy comes out at -10954.6231 eV.

Partial atomic charges computed with the natural (NBO) method, in multiples of e:
1 O -0.49
2 C 0.41
3 C -0.12
4 C -0.44
5 C -0.25
6 C -0.30
7 N -0.74
8 H 0.17
9 H 0.24
10 H 0.27
11 H 0.20
12 H 0.23
13 H 0.20
14 H 0.22
15 H 0.45
16 H 0.47
17 H 0.48
18 H 0.46
19 H 0.48
20 O -0.92